Computed, not measured: a 2-piece molecular cluster, C15H21FN3O5P2 overall at a distorted geometry, with ωB97M-V with the def2-TZVPD basis set.

Results
**HOMO level**: -11.7 eV
**Charge**: +1
**Frontier orbital gap**: 8.868 eV
**Maximum force**: 1.1 eV Å⁻¹
**E_tot**: -1907.1277 Eh

Last column: natural (NBO) charge in e.
Positions of all 47 atoms, in Å:
O (3.42, -2.92, 4.82)  -0.458
C (3.85, -2.57, 3.80)  0.864
N (4.23, -2.20, 2.70)  -0.817
P (3.00, -2.14, 1.48)  1.374
F (3.53, -3.61, 0.96)  -0.608
C (1.34, -2.85, 1.85)  -0.847
C (0.20, -2.12, 1.16)  0.608
O (0.26, -1.85, -0.02)  -0.578
C (-1.02, -1.77, 1.96)  -0.191
C (-1.96, -0.92, 1.41)  -0.105
C (-3.11, -0.59, 2.10)  -0.237
C (-3.33, -1.09, 3.37)  -0.169
C (-2.40, -1.95, 3.92)  -0.206
C (-1.27, -2.29, 3.22)  -0.142
P (2.38, -0.10, 2.23)  1.947
O (1.27, -0.13, 3.21)  -1.112
O (3.66, 0.64, 2.86)  -0.980
O (2.09, 0.79, 0.92)  -0.998
H (3.34, -1.57, 0.25)  -0.004
H (1.22, -2.92, 2.93)  0.274
H (1.34, -3.88, 1.46)  0.291
H (-1.84, -0.49, 0.43)  0.199
H (-3.86, 0.05, 1.67)  0.213
H (-4.21, -0.84, 3.94)  0.224
H (-2.54, -2.36, 4.91)  0.225
H (-0.60, -2.99, 3.70)  0.212
H (3.78, 0.36, 3.78)  0.512
H (1.24, 1.25, 1.06)  0.512
C (1.13, 0.23, -2.44)  -0.629
C (0.66, 0.79, -3.78)  -0.212
N (-0.49, 1.70, -3.62)  -0.270
C (-1.69, 1.38, -3.03)  -0.048
C (-2.48, 2.47, -3.15)  -0.031
N (-1.76, 3.43, -3.82)  -0.283
C (-0.55, 2.94, -4.09)  0.251
C (-2.23, 4.76, -4.20)  -0.411
H (0.34, -0.34, -1.95)  0.238
H (1.97, -0.44, -2.60)  0.247
H (1.44, 1.02, -1.77)  0.225
H (0.37, -0.01, -4.45)  0.226
H (1.47, 1.35, -4.25)  0.222
H (-1.84, 0.41, -2.60)  0.262
H (-3.49, 2.67, -2.83)  0.254
H (0.23, 3.46, -4.61)  0.247
H (-2.18, 4.86, -5.28)  0.235
H (-1.61, 5.51, -3.73)  0.235
H (-3.26, 4.88, -3.88)  0.240